# 1
Here is a single C2H4NOP molecule from the OMol25 dataset. Energies are from the ωB97M-V functional and the def2-TZVPD basis.

Properties
Kohn-Sham gap: 10.511 eV
SMILES string: CP(O)C#N
Total charge: 0
Largest force on an atom: 2.11 eV Å⁻¹
Molecular weight: 89.0 g mol⁻¹

Geometry as XYZ:
```
9
Properties=species:S:1:pos:R:3:forces:R:3
C 0.250 0.350 1.198 -1.59 0.61 -0.13
P -0.559 0.775 -0.439 1.59 -1.36 0.05
O 0.791 0.812 -1.456 -0.31 0.82 1.92
C -0.883 -1.014 -0.705 -0.74 0.57 -0.64
N -1.267 -2.024 -1.103 0.19 -0.18 0.21
H 1.220 -0.039 1.192 1.47 -0.73 -0.56
H -0.413 -0.365 1.640 -0.40 -1.01 -0.06
H 0.201 1.056 1.988 0.17 1.65 0.18
H 0.661 0.448 -2.316 -0.38 -0.38 -0.97
```
Forces are in eV/Å.



# 2
Here is 2 unconnected molecules or ions with the total composition C2H4NOS from the OMol25 dataset. Energies are from the ωB97M-V functional and the def2-TZVPD basis.

Properties
Kohn-Sham gap: 7.047 eV
Total charge: -1
Largest force on an atom: 4.10 eV Å⁻¹
Molecular weight: 90.1 g mol⁻¹

Geometry as XYZ:
```
9
Properties=species:S:1:pos:R:3:forces:R:3
C -0.091 -0.629 -0.275 0.79 0.60 -2.16
C -0.377 -1.895 -0.051 -3.45 0.75 -1.34
N 0.550 1.996 0.282 2.20 0.57 3.35
O 1.212 2.168 1.422 -2.15 -0.12 -3.49
S -0.212 3.245 -0.454 0.06 0.28 0.24
H -0.686 -0.101 -1.030 -0.10 0.10 0.58
H 0.829 -0.054 -0.077 -0.70 -0.82 0.56
H 0.178 -2.435 0.615 1.30 -1.78 1.51
H -1.402 -2.295 -0.433 2.05 0.43 0.74
```
Forces are in eV/Å.